Entry 1:
Here is a structure of composition C21H46NO2P3Ti in a non-equilibrium geometry from the Open Molecules 2025 dataset. Energies are from ωB97M-V/def2-TZVPD.

```
74
Properties=species:S:1:pos:R:3:forces:R:3:mulliken_charge:R:1
Ti 0.1813 -1.4565 -0.2448 -0.984 2.366 1.052 -0.041
P 1.6007 -0.2217 -2.1355 0.802 -0.019 -1.227 1.006
P -1.1234 2.5871 2.1331 -0.232 -0.882 -0.043 0.919
P -1.5613 0.4136 -1.9436 -0.848 1.296 0.093 1.065
H 1.0537 -2.7656 1.7400 -0.270 -0.710 -0.457 -0.848
C 0.3916 -3.4090 1.1730 0.050 -1.850 0.709 0.433
C 0.8479 -4.1531 0.1154 -0.318 -0.672 1.002 -0.407
H 1.9171 -4.3982 -0.0113 -0.190 1.268 -0.503 0.319
C 3.3648 -0.7357 -2.1127 0.432 -0.474 -0.044 -1.250
C 1.9025 1.5846 -2.1943 -0.264 0.564 0.331 -0.893
C 1.1668 -0.5735 -3.9037 0.014 -0.108 0.242 -1.345
C -2.7580 3.2223 2.6842 -0.436 0.359 0.122 -1.101
C 0.2272 2.4924 3.3020 0.132 -0.106 0.955 -1.108
C -0.3686 3.2555 0.6451 -0.493 0.453 -0.873 -0.490
C -2.2518 -0.3822 -3.4174 -0.273 -0.868 -1.009 -1.584
C -1.4324 2.1395 -2.6874 0.416 0.310 -0.043 -1.519
C -3.0369 0.7688 -0.9082 -0.321 -0.251 0.596 -0.925
H -0.4705 -3.6913 1.8356 -0.022 0.634 -1.695 0.417
H 0.2374 -4.8685 -0.4701 -0.037 0.560 0.693 0.326
H 3.5060 -1.6701 -1.5541 0.082 0.188 -0.142 0.295
H 4.0317 0.0362 -1.6922 -0.380 -0.333 -0.081 0.347
H 3.6989 -0.9110 -3.1483 -0.077 0.020 0.407 0.483
H 2.5701 1.8858 -1.3792 -0.338 -0.066 -0.521 0.429
H 0.9847 2.1704 -2.0896 0.355 -0.152 -0.058 -0.185
H 2.3974 1.8538 -3.1445 -0.256 -0.266 0.316 0.424
H 0.9599 -1.6532 -4.0049 0.031 0.459 -0.141 0.393
H 2.0505 -0.3168 -4.5097 -0.395 -0.093 0.142 0.561
H 0.3059 0.0156 -4.2616 0.380 -0.296 0.207 0.342
H -2.6938 4.1438 3.3124 0.305 -0.695 -0.464 0.419
H -3.2763 2.4320 3.2992 0.618 0.686 -0.733 0.399
H -3.3961 3.5048 1.8022 0.657 -0.511 0.690 0.383
H 0.0583 3.0127 4.2516 0.123 0.117 -0.308 0.442
H 1.1596 2.8118 2.8169 -0.390 0.078 0.362 0.343
H 0.2973 1.4292 3.5423 0.175 0.075 0.112 0.343
H -0.7426 4.2608 0.4201 0.236 -0.010 0.172 0.520
H -0.6583 2.6443 -0.2188 0.098 0.032 0.351 -0.529
H 0.7292 3.2648 0.7094 -0.539 0.079 0.137 0.371
H -2.4907 0.3525 -4.2119 0.153 -0.360 0.550 0.468
H -3.1781 -0.9246 -3.1854 0.303 0.208 0.001 0.486
H -1.5508 -1.1089 -3.8568 -0.294 0.179 0.169 0.328
H -2.2107 2.3034 -3.4622 0.319 -0.290 0.639 0.507
H -0.4641 2.3212 -3.1678 -0.399 -0.076 -0.081 0.424
H -1.5616 2.9170 -1.9166 0.037 -0.340 -0.357 0.452
H -3.9615 0.5502 -1.4639 0.284 0.286 0.177 0.450
H -3.0503 1.8025 -0.5303 0.009 -0.192 -0.475 0.410
H -3.0365 0.1420 -0.0117 -0.132 0.013 -0.264 0.055
C -2.1873 -1.7815 0.7726 0.169 -0.303 0.751 -0.405
C -3.3768 -1.9196 1.5273 0.946 0.654 -0.389 -0.413
C -4.5010 -2.4619 0.9431 0.054 -0.140 0.166 -0.478
C -4.4441 -2.8037 -0.4091 -0.301 0.310 -0.792 -0.703
C -3.2706 -2.6826 -1.1526 -0.115 -1.007 -0.550 -0.622
C -2.0667 -2.3706 -0.5087 -0.370 0.547 0.165 0.578
O -1.1287 -1.0557 1.2473 0.813 -0.873 -1.613 -0.291
H -1.2661 1.2031 1.8610 -0.420 0.466 -0.144 -0.163
H -3.3986 -1.4956 2.5290 0.057 -0.164 -0.134 0.483
H -5.4023 -2.5653 1.5603 0.288 -0.048 -0.563 0.456
H -5.3387 -3.1145 -0.9439 0.114 0.025 0.219 0.453
H -3.3011 -2.8769 -2.2459 0.121 -0.272 1.023 0.663
H -1.0719 -2.6356 -1.0089 -1.561 -0.094 -0.189 0.356
C 4.4492 0.4495 2.8278 0.589 -0.608 0.438 -0.987
N 3.3619 0.3880 1.8348 -0.338 -0.932 -0.044 0.078
C 3.3052 1.5637 0.9679 -0.110 0.032 0.129 -0.419
C 2.5551 -0.6723 1.6636 0.460 1.502 -0.782 0.555
C 2.7326 -1.9353 2.4333 0.416 0.708 0.420 -1.528
O 1.5999 -0.5981 0.7910 1.316 0.169 0.845 0.375
H 5.1174 1.2915 2.5698 -0.577 -0.460 0.436 0.359
H 5.0733 -0.4497 2.7646 -0.144 0.179 0.053 0.411
H 4.0486 0.5188 3.8539 0.256 0.218 -0.468 0.363
H 3.3487 1.2460 -0.0677 0.128 0.049 0.244 -0.449
H 2.3905 2.1146 1.1510 -0.213 0.052 -0.164 0.082
H 4.1436 2.2319 1.2064 -0.345 -0.377 -0.236 0.497
H 1.8656 -2.0020 3.1034 0.280 -0.262 0.005 0.322
H 2.7764 -2.7793 1.7332 0.281 0.269 0.451 0.314
H 3.6197 -1.8855 3.0517 0.084 -0.249 0.014 0.778
```
Positions in Å, forces in eV/Å.

Computed properties:
<S²> ... 0.757
2S+1 ... 2
Total charge ... +3
E_tot ... -79063.5259 eV
Maximum force ... 2.8 eV/A
Frontier orbital gap (spin up / spin down) ... 6.51 / 6.69 eV
Energy relative to the best compared isomer or geometry (same formula, charge and spin) ... 0.0 kJ/mol

---

Entry 2:
Here is an isolated molecule of C11H21N5O3 in a non-equilibrium geometry from the Open Molecules 2025 dataset. Energies are from ωB97M-V/def2-TZVPD.

```
40
Properties=species:S:1:pos:R:3:forces:R:3:mulliken_charge:R:1
H 4.8667 -0.9121 -1.3911 0.387 -0.510 0.076 0.205
N 4.3690 -1.7975 -1.2741 2.299 -0.028 -2.069 -0.872
C 3.3116 -1.5528 -0.6844 -1.443 1.154 2.165 0.600
N 2.3750 -2.4790 -0.3962 -1.189 -1.384 -0.399 -0.419
N 2.9729 -0.3022 -0.1554 0.151 1.969 -0.245 -0.344
C 2.4677 -0.0974 1.2180 0.670 -0.428 -0.705 -0.558
C 2.2136 1.3966 1.4817 1.486 0.283 -1.578 -0.657
C 1.5283 2.1359 0.3124 -0.202 0.265 0.514 -0.834
C 0.1526 1.6462 -0.1365 -0.160 -0.839 -1.645 -0.096
N 0.2722 0.3548 -0.8485 -1.927 0.455 1.217 0.049
C -0.6718 -0.6272 -0.9832 -0.498 0.005 -0.514 -0.132
O -0.3899 -1.7061 -1.4869 0.381 0.505 0.382 -0.700
C -2.1142 -0.3637 -0.5738 -1.669 0.154 0.882 0.247
C -2.4277 -0.4497 0.9500 2.495 0.727 1.490 -0.240
C -3.5706 -1.4225 1.1379 -1.275 -0.341 0.260 -0.750
C -4.1823 -1.5077 -0.2608 -0.758 0.294 -0.020 -0.555
N -2.9682 -1.4371 -1.0201 0.483 -0.243 -0.330 -0.325
C -0.4694 2.6758 -1.1242 -0.845 0.732 -1.596 0.348
O -0.5697 2.6407 -2.3416 0.561 -0.413 2.751 -0.559
O -1.0260 3.7360 -0.4553 0.774 -0.381 1.218 -0.488
H 2.4854 -3.2844 -1.0427 -0.585 0.775 0.920 0.329
H 1.4196 -2.0857 -0.2958 0.902 -0.975 -0.532 0.098
H 3.6302 0.4413 -0.4374 -0.367 -0.829 0.348 0.194
H 3.2432 -0.4752 1.8986 -0.432 0.045 0.291 0.463
H 1.5543 -0.7053 1.3327 0.304 0.391 0.164 0.244
H 1.6374 1.4458 2.3723 -0.400 0.413 0.934 0.404
H 3.2060 1.9755 1.5922 -1.374 -1.098 0.265 0.301
H 1.4318 3.1880 0.5974 -0.025 -0.015 0.085 0.436
H 2.1843 2.1569 -0.5470 0.141 -0.119 -0.328 0.392
H -0.5443 1.6217 0.7186 0.234 -0.448 -0.193 0.368
H 1.1686 -0.0046 -1.0481 1.488 0.109 -0.211 0.312
H -2.4933 0.6366 -0.8807 0.532 -0.234 -0.353 0.345
H -2.5477 0.5980 1.3963 -0.053 -1.576 -0.434 0.297
H -1.5375 -0.9548 1.4249 -0.616 0.938 -0.106 -0.014
H -4.2840 -1.1550 1.9156 -0.063 0.425 -0.057 0.372
H -3.2282 -2.4166 1.4519 0.213 0.244 -0.363 0.284
H -4.7321 -2.4622 -0.4579 0.480 0.786 0.144 0.309
H -4.8901 -0.6371 -0.4741 0.582 -0.831 0.373 0.271
H -3.0587 -1.4824 -1.9970 -0.169 -0.169 -1.345 0.251
H -0.7846 3.6690 0.5123 -0.511 0.193 -1.453 0.426
```
Positions in Å, forces in eV/Å.

Computed properties:
E_tot ... -25340.6963 eV
SMILES string ... [H]/N=C(/N)NCCC[C@H](NC(=O)[C@@H]1CCCN1)C(=O)O
Maximum force ... 3.1 eV/A
Frontier orbital gap ... 8.96 eV
Energy relative to the best compared isomer or geometry (same formula, charge and spin) ... 171.1 kJ/mol